Below is C57H121N6O7Y as an isolated structure, with properties calculated with ωB97M-V/def2-TZVPD.

- LUMO level (alpha / beta): -2.3 / -3.2 eV
- Molar mass: 1091.5 g/mol
- HOMO-LUMO gap (alpha / beta): 6.191 / 6.242 eV
- ⟨S²⟩: 0.75
- DFT total energy: -85368.2317 eV
- Spin multiplicity: 2
- E_HOMO (alpha / beta): -8.533 / -9.490 eV
- Net charge: +1

Element x y z (Å)
H 0.93 -7.17 2.98
H 1.09 -3.98 -5.55
N 1.77 -4.44 2.32
H -2.68 2.71 -0.10
H -2.58 -3.97 1.00
C -4.58 -4.66 0.52
H 0.45 8.99 1.89
H 0.84 -2.68 -2.05
H -0.34 -3.28 -6.09
H 3.02 -7.55 4.11
C 6.14 1.48 4.35
H -1.37 4.78 2.57
C -2.16 4.57 -4.85
H 2.94 -4.94 -0.19
C -0.02 5.57 1.21
H 7.20 1.62 4.54
H 0.74 -1.03 -0.68
C 1.27 0.86 0.08
H 0.60 5.87 -2.86
C 0.06 -3.81 -5.22
H 1.22 7.40 -3.07
H 2.93 3.92 3.34
H -7.74 -5.07 -1.50
H 2.47 -1.67 -6.60
H 3.67 -5.97 0.79
H -6.85 -3.13 -3.18
C 0.61 6.84 -2.37
H -0.64 -0.40 1.27
H -2.92 -6.11 -0.08
H -5.37 4.47 -2.08
H 0.12 -6.42 0.20
C -1.34 -2.40 -3.69
H -5.40 1.82 -3.62
H 1.31 8.97 -0.35
H 2.25 -5.68 5.08
N 0.96 -1.52 -4.52
H -1.16 3.55 1.30
C 0.16 -2.76 -4.10
C -5.61 -5.32 -2.71
C 2.68 -4.26 3.45
H 0.02 -4.66 0.40
C -3.93 -6.08 0.32
C 4.12 -3.85 2.95
H 5.73 2.83 2.21
H 1.35 0.76 5.22
N -2.70 2.92 -3.15
H -1.31 -1.70 -2.86
Y -0.45 1.13 -4.13
H -1.90 -2.19 -4.60
C -5.18 2.50 -2.79
H -4.11 0.32 -3.03
H -4.60 -6.77 -0.22
C 2.99 -6.75 3.36
C 6.11 3.36 3.08
H 1.97 5.53 2.32
H 2.21 0.91 -0.47
H -0.36 6.98 2.81
C -6.09 -2.83 -2.45
O 1.53 -3.28 1.55
H 5.82 4.40 2.96
C -7.08 -5.24 0.43
N 0.21 5.64 -0.24
C 5.65 0.54 5.40
H 5.85 1.01 6.36
C -7.03 -4.49 -0.92
H -1.20 4.99 -4.56
C 6.07 3.74 5.57
H 4.74 -3.33 3.69
H 2.04 1.14 3.57
C -0.41 6.97 1.72
H 2.53 0.29 -3.63
H 2.28 3.46 6.69
C 4.05 0.42 5.30
C -5.97 -4.78 1.27
H 2.75 -4.12 -2.16
C 0.86 -3.44 -2.83
C -1.23 4.62 1.50
H 1.61 7.96 1.72
C 0.26 -0.05 -0.66
H 2.78 0.36 -5.48
H -6.87 -6.30 0.28
H 3.66 -0.30 4.58
C 2.46 -1.58 -4.63
H -8.12 -5.31 0.75
O -3.57 -3.32 -1.34
C 3.24 1.85 5.32
C 1.80 -6.92 2.38
C -3.56 2.80 -0.73
H -2.74 6.32 -3.08
H 3.79 -5.49 4.83
H 1.29 2.39 4.41
H 4.15 -1.85 -6.08
H 7.13 3.99 5.62
C -3.55 -3.83 1.48
H 5.52 4.66 5.37
H -3.95 3.79 -0.47
H 5.72 3.32 6.52
H -4.78 3.97 -4.91
H 2.71 5.28 -0.79
C -3.43 0.87 -2.38
H 2.36 1.84 7.28
C 2.49 6.34 -0.66
C 2.88 2.55 6.65
C 1.69 -5.67 1.51
H -6.38 -1.97 -1.84
H -2.67 5.32 -5.46
N -4.79 -3.78 -0.71
H 0.83 1.86 0.04
C 2.99 -2.41 -3.45
H -6.34 -5.35 -3.52
H -3.95 -6.56 1.30
H -5.92 -5.62 1.97
O -1.41 2.96 -2.62
C 2.22 -3.30 4.53
H 3.72 -0.07 6.22
H -1.88 -3.28 -3.35
H 3.16 7.04 -1.16
H -0.48 -4.73 -4.98
C 2.29 -3.74 -3.07
O 0.19 0.53 -1.99
H -7.44 -3.54 -0.56
H 1.25 -3.60 4.91
C 2.89 -5.51 4.21
C 2.95 -0.16 -4.53
C 1.88 1.48 4.59
H -1.96 3.73 -5.52
H 3.04 -1.71 -2.62
C -2.67 5.36 -2.57
H -0.49 -5.65 1.69
H -4.60 -5.31 -3.13
H -2.16 5.05 1.15
C -3.66 2.33 -2.22
H 3.93 -6.92 2.83
C -5.80 -4.09 -1.70
O 0.35 4.42 -0.82
C 3.13 -2.18 -5.90
C -4.56 4.48 -3.98
H -2.44 0.65 -2.77
H 1.93 -7.82 1.77
H 0.87 4.31 2.81
H 7.19 3.26 3.03
H -1.39 7.27 1.35
H 2.89 -3.23 -6.06
H -1.64 0.61 0.23
H -3.35 0.44 -1.38
O 3.33 3.97 4.21
H 2.41 -4.55 -3.79
C -0.98 -0.27 0.24
C 0.61 8.15 -0.20
H 4.01 -3.41 1.96
H -4.22 2.17 -0.14
O 0.33 -0.81 -5.58
H 1.73 4.25 1.30
H -6.23 -3.95 1.92
H -5.76 2.00 -2.02
H -0.36 7.30 -2.59
C -3.03 4.29 -3.60
H 0.27 -4.35 -2.77
H 2.69 6.49 0.40
C 1.15 4.91 1.95
H -5.46 -6.27 -2.20
C 0.61 8.08 1.30
H 2.10 -2.28 4.18
H -0.36 8.52 -0.51
H -1.64 5.29 -2.22
H -5.22 -2.59 -3.06
C 0.26 -5.60 0.90
H 2.89 -3.37 5.39
C 1.00 6.75 -0.85
H -4.69 5.56 -3.92
C 5.52 2.89 4.42
H -3.47 -4.25 2.48
H 1.25 4.21 -0.54
H 2.55 -6.62 -0.32
H 4.02 -2.76 -3.59
H 4.80 -4.68 2.75
H -1.58 3.19 -1.71
H -6.53 4.09 -3.41
H 0.70 -2.98 1.91
C 2.66 -5.81 0.41
H 1.48 0.69 1.14
H -3.35 5.35 -1.71
C -5.54 3.92 -3.01
H 5.91 0.86 3.48
H -3.40 -2.55 -0.80
N 4.00 2.79 4.39
H 4.02 -0.05 -4.42
H -3.84 -2.79 1.63
H 3.79 2.81 7.19
H 6.14 -0.42 5.30
H 0.42 -1.44 -6.30
H -1.66 -1.09 0.01

---

Below is a 7-piece molecular cluster, C57H122N6O7 overall, with properties calculated with ωB97M-V/def2-TZVPD.

- LUMO level: 0.6 eV
- Molar mass: 1003.6 g/mol
- HOMO-LUMO gap: 8.215 eV
- DFT total energy: -84350.7948 eV
- Structure (SMILES): CC1(C)CCCC(C)(C)N1O.CC1(C)CCCC(C)(C)N1O.CC1(C)CCCC(C)(C)N1O.CC1(C)CCCC(C)(C)N1O.CC1(C)CCCC(C)(C)N1O.CC1(C)CCCC(C)(C)N1O.CC(C)O
- Relative energy (zero: lowest compared OMol25 entry of this formula, charge and spin): 433.81 kJ/mol
- Spin multiplicity: 1
- E_HOMO: -7.653 eV

Element x y z (Å)
O 0.39 -4.81 -0.97
H 5.32 3.78 0.10
H -0.26 0.26 4.89
C 5.68 0.67 -3.26
N -8.26 -0.48 -0.75
H -0.68 -2.65 -4.74
H 1.69 -2.12 -2.59
H 2.70 -2.89 0.92
H -3.81 2.72 3.41
H -5.47 0.07 -0.71
H -1.36 6.10 -0.40
H -1.56 -6.11 -2.87
N 0.61 -4.64 -2.35
H -11.23 -0.18 -2.35
H -0.09 -3.18 3.19
C 5.24 -4.19 -0.81
H 0.85 -6.49 -5.18
C -8.32 1.12 1.00
H 5.21 -0.02 -1.33
H -8.11 0.37 1.77
C -6.15 0.36 0.09
H 3.94 6.41 1.77
H 5.75 -6.06 -1.51
C 5.70 3.78 -3.72
H -11.49 0.28 -0.03
H -1.45 7.57 2.75
H 0.13 -4.50 -6.20
H -9.84 -2.37 -2.14
H 6.48 4.40 -4.17
C 6.21 3.01 -2.51
H -3.64 1.42 6.91
H 1.91 3.65 2.58
C 2.05 6.10 0.19
C -10.47 0.03 0.26
H 3.60 -2.99 -1.43
C 4.69 0.51 -2.14
H 6.21 -2.27 -1.42
C -0.53 -0.76 4.58
H 4.12 1.72 0.58
C 1.78 -6.85 -2.70
H 5.94 -2.60 2.32
C 6.28 -5.11 -1.49
H 0.64 5.02 -1.11
H 1.60 0.01 3.08
H 7.40 1.17 -2.20
H -1.45 1.64 3.29
H 5.56 -5.36 3.04
H 3.32 2.32 -3.64
H -8.02 2.03 1.53
H -10.22 1.49 1.87
H 2.80 7.31 2.45
H 0.37 1.34 0.28
C 4.01 -3.97 -1.67
H -1.90 -2.35 -2.74
C -9.84 1.27 0.88
C 4.36 -4.09 1.63
C 2.02 4.06 1.56
C 1.86 5.57 1.62
H 3.96 -0.18 -2.55
C 5.20 -1.97 0.42
H -5.99 -0.29 0.95
H 2.54 -6.99 -3.47
H 2.38 -4.71 0.97
C -1.80 6.70 2.19
C -1.70 -1.53 0.65
C -1.21 -0.09 0.92
C 2.98 2.25 -2.61
H -2.39 1.72 5.03
C -0.67 5.90 1.52
H -10.00 2.13 0.22
C 7.41 3.75 -1.88
H 1.28 -4.77 -0.59
H 5.09 0.98 -4.13
H 2.03 1.70 -2.60
H -2.30 6.07 2.93
H 0.74 -0.44 0.23
H -0.81 -7.50 -3.56
H 0.04 -1.29 -2.61
C 0.15 -3.31 -4.45
H -4.85 1.93 4.65
H -0.65 3.65 2.14
H 3.23 -4.71 -1.45
O 0.52 5.90 3.61
H 3.10 0.49 -0.27
H 4.82 4.36 -3.44
H 7.83 3.23 -1.03
C -7.45 1.94 -1.27
H 1.00 6.68 -1.56
H -2.79 0.53 -0.46
H 2.52 3.22 -2.40
H -1.15 -3.65 1.03
H -11.16 -2.22 -0.95
C 3.43 1.53 -0.25
H 2.22 -3.85 2.30
H -1.91 -1.62 -0.42
C -2.34 0.85 0.48
H -1.12 -5.00 -5.04
C -9.70 -0.55 -0.95
N -1.01 -0.01 2.37
C -0.02 -3.40 -2.87
O -7.58 -1.00 -1.91
C 1.27 -1.01 2.82
H 5.52 3.17 -4.61
H -9.42 -2.62 -0.56
H 2.83 5.46 -0.23
H 1.44 -7.88 -2.52
H -0.71 -6.97 -1.71
H 4.07 -4.16 -2.74
C 2.87 -3.84 1.42
C -0.73 -2.41 2.75
C -1.57 -3.39 -2.69
C 5.03 -2.71 1.73
H 3.25 5.92 3.40
H 1.88 -5.22 -4.60
H -0.87 3.96 0.45
H 4.35 -2.07 2.30
H -10.48 -0.75 1.03
H -4.70 3.67 4.53
H 3.84 -5.47 3.24
H 1.19 3.61 1.02
O 4.88 3.93 -0.74
H 4.62 -4.06 3.80
H -6.73 2.59 -0.77
H 1.07 -2.78 -4.68
N 5.17 2.77 -1.46
C -0.81 -2.64 1.24
C 0.80 6.03 -0.71
H 1.92 -1.71 3.36
H 6.96 -3.09 -0.05
C 4.64 -4.77 2.98
H -7.00 1.56 -2.19
H -1.61 -0.90 4.62
H 5.70 -1.05 0.74
H -3.18 0.74 1.17
C 0.63 -2.15 -2.31
H 2.32 7.16 0.20
N 0.64 6.05 2.23
H 1.61 -1.03 1.79
C -0.45 6.48 0.09
H -1.91 -3.85 -1.76
H 5.09 -6.64 0.89
C -4.14 2.74 4.45
H -2.44 7.14 1.43
H 6.05 -0.31 -3.56
C 0.59 -5.92 -3.06
C -10.22 0.20 -2.22
H 2.60 2.20 -0.05
C 6.00 -2.85 -0.52
H -2.09 4.43 1.61
H 0.78 -2.27 -1.23
H -1.71 -2.63 3.18
H 6.53 -4.84 -2.52
H 7.32 1.77 -3.90
O -0.72 1.31 2.76
H 7.10 4.78 -1.70
H -0.17 0.30 -1.01
H -2.07 1.90 0.38
C 6.79 1.66 -2.96
C 0.86 -5.60 -4.53
H -7.10 -1.71 -1.47
H 7.20 -5.20 -0.92
H -0.05 -1.46 5.27
C -0.01 0.35 0.07
C -1.01 4.41 1.44
H -10.21 1.28 -2.07
H -2.70 -1.65 1.07
H 2.23 -6.55 -1.75
H -2.51 2.62 7.52
C 4.05 1.82 -1.63
H 3.00 3.71 1.26
H 4.23 -1.60 0.10
H -5.62 1.29 0.34
C -0.10 -4.62 -5.14
C -0.22 -1.02 3.08
H -8.43 2.32 -1.56
H -4.08 3.15 7.15
C -3.32 2.46 6.79
O 4.42 -6.13 0.42
O -2.18 3.84 5.10
H 0.18 -2.48 0.81
C 3.05 6.24 2.38
C -2.89 2.64 5.35
H -9.65 0.00 -3.13
C -0.68 -6.76 -2.77
C -7.59 0.73 -0.30
C -10.12 -2.00 -1.15
H -2.10 -3.93 -3.48
H 8.22 3.95 -2.59
H -1.57 3.98 5.83
N 4.93 -4.82 0.50
H -0.62 7.55 0.14
H 0.68 6.76 4.01